ORCA calculation (ωB97M-V/def2-TZVPD) on a structure of composition C33H46BN11O2S3Tl.

Summary:
E_tot in eV: -93329.1263
ΔE to the lowest compared entry with this formula, charge and spin in kcal/mol: 17.6
E_HOMO in eV: -10.2
LUMO energy in eV: -3.476

```
! wB97M-V def2-TZVPD RIJCOSX def2/J DEFGRID3
* xyz 1 1
Tl -0.22099 -0.11883 0.16833
O -2.84282 2.37486 2.56911
C -2.05635 1.54429 2.16915
N -2.18355 0.71028 1.09634
C -3.34783 0.61046 0.38550
O -4.31917 1.33273 0.43552
C -3.39534 -0.62418 -0.49070
C -4.51342 -0.82867 -1.28764
C -4.61331 -2.00460 -2.01083
C -3.60995 -2.95289 -1.87562
C -2.53026 -2.66211 -1.06047
N -2.40584 -1.51258 -0.40230
C -0.78714 1.30556 2.96735
C -0.52635 2.12342 4.05887
C 0.60835 1.88926 4.81430
C 1.42978 0.82096 4.47729
C 1.09440 0.05613 3.37612
N 0.01883 0.29956 2.62904
H -5.27881 -0.06623 -1.30442
H -5.46271 -2.18964 -2.65446
H -3.65964 -3.89683 -2.40087
H -1.73028 -3.38421 -0.92894
H -1.22687 2.91414 4.28506
H 0.85393 2.52706 5.65310
H 2.31443 0.58500 5.05275
H 1.70528 -0.78474 3.06740
C 1.67641 -4.19769 -3.27660
C 1.18594 -3.03648 -4.14454
C 1.70797 -3.16626 -5.57842
C -0.33179 -3.06626 -4.20403
N 1.77175 -1.77442 -3.57787
C 3.14340 -1.63104 -3.64623
C 3.45998 -0.41955 -3.16398
N 2.29786 0.20227 -2.78630
B 2.38090 1.69926 -2.39262
N 3.08813 1.88920 -1.02790
C 3.73348 3.07954 -0.79840
C 4.39592 2.97567 0.36339
N 4.17056 1.70938 0.87118
C 3.33109 1.05915 0.00884
S 2.61154 -0.49335 0.18488
C 4.97219 1.29384 2.06794
C 4.70069 -0.11963 2.56207
C 4.65453 2.27782 3.19777
C 6.45026 1.38414 1.67146
N 1.05551 2.48151 -2.46086
C 0.61730 2.96966 -3.66976
C -0.41037 3.80549 -3.43626
N -0.61779 3.84632 -2.07270
C 0.27610 3.00124 -1.48722
S 0.40740 2.60077 0.17963
C -1.64202 4.72302 -1.42004
C -2.28321 5.59905 -2.49392
C -2.71999 3.85112 -0.78298
C -0.97240 5.63863 -0.39372
C 1.26603 -0.64545 -2.99026
S -0.36625 -0.25023 -2.57354
H 1.24146 -5.12948 -3.63931
H 1.37511 -4.05310 -2.23893
H 2.76185 -4.29903 -3.31362
H 1.25312 -4.03786 -6.04749
H 2.78952 -3.29129 -5.61990
H 1.43649 -2.28454 -6.16066
H -0.63031 -4.03014 -4.61919
H -0.72792 -2.27803 -4.84256
H -0.76576 -2.96621 -3.22133
H 3.78332 -2.39003 -4.05556
H 4.41951 0.05949 -3.07707
H 3.09773 2.20110 -3.21532
H 3.65934 3.90542 -1.48420
H 5.01944 3.69648 0.85786
H 3.66753 -0.23465 2.87011
H 5.34346 -0.30042 3.42439
H 4.92958 -0.86409 1.80412
H 3.58047 2.30579 3.38577
H 4.99255 3.28814 2.96938
H 5.16192 1.95646 4.10718
H 6.64993 0.74110 0.81290
H 7.07378 1.05267 2.50136
H 6.74140 2.40266 1.41736
H 1.08814 2.69579 -4.59747
H -0.99855 4.36660 -4.13609
H -2.83230 5.00363 -3.22474
H -1.54520 6.22020 -3.00405
H -2.99803 6.25821 -2.00588
H -3.06764 3.09661 -1.49019
H -3.57581 4.45798 -0.48930
H -2.35362 3.35568 0.10852
H -0.19488 6.24649 -0.86117
H -0.53573 5.07353 0.42403
H -1.72502 6.30624 0.02582
N 1.04390 -3.33517 0.67594
N 0.05507 -2.45322 1.20070
H 1.25719 -4.07704 1.33368
H 1.89280 -2.80334 0.52812
H 0.18208 -2.24224 2.18576
H -0.85279 -2.88690 1.09475
*
```

=====

ORCA calculation (ωB97M-V/def2-TZVPD) on a structure of composition C35H31N9O2RuSe.

Summary:
E_tot in eV: -122217.9706
ΔE to the lowest compared entry with this formula, charge and spin in kcal/mol: 34.9
E_HOMO (alpha / beta) in eV: -13.6 / -13.5
LUMO energy (alpha / beta) in eV: -8.769 / -8.797

```
! wB97M-V def2-TZVPD RIJCOSX def2/J DEFGRID3
* xyz 2 1
Ru -0.00888 0.68064 0.68304
C 2.33862 -1.73916 1.34644
C 1.29102 -2.63336 1.93314
C 1.59972 -3.96516 2.11444
C 0.72972 -4.82616 2.77434
C -0.49058 -4.34676 3.22154
C -0.86588 -3.02586 3.04544
C -2.24408 -2.62576 3.46074
C 0.05882 -2.11616 2.42784
N -0.22438 -0.77996 2.35714
C -0.69468 -0.17856 3.51164
O -0.61148 -0.65786 4.62014
C -1.32118 1.15894 3.26294
C -1.96918 1.88974 4.25594
C -2.56578 3.09844 3.91664
C -2.47598 3.55514 2.60724
C -1.78678 2.78044 1.68544
N -1.23468 1.60814 2.01434
C -1.58518 3.13234 0.24244
O -2.11618 4.06224 -0.32196
N -0.72448 2.24414 -0.32846
C -0.53138 2.21894 -1.70466
C 0.49292 2.98864 -2.29426
C 1.27292 3.96054 -1.46736
C 0.69412 2.87474 -3.66066
C -0.10298 2.04254 -4.43466
C -1.15008 1.34364 -3.85576
C -1.39708 1.43444 -2.49656
C -2.61768 0.80614 -1.90236
H 3.19822 -1.70366 2.01424
H 1.94442 -0.72576 1.20614
H 2.68192 -2.14016 0.39224
H 2.56242 -4.32326 1.78474
H 1.00722 -5.85656 2.93614
H -1.17348 -5.02056 3.71754
H -2.93428 -3.45276 3.30164
H -2.61048 -1.74446 2.93384
H -2.25288 -2.39986 4.53004
H -1.99778 1.49274 5.26144
H -3.09748 3.67204 4.66054
H -2.92078 4.48434 2.28124
H 1.45512 3.58344 -0.46026
H 0.69052 4.87874 -1.36816
H 2.21712 4.21034 -1.94286
H 1.48212 3.44634 -4.12676
H 0.07482 1.96144 -5.49656
H -1.80888 0.73844 -4.46046
H -2.87938 -0.10976 -2.43086
H -3.45248 1.50284 -2.01226
H -2.49828 0.59584 -0.83486
Se 1.32052 -2.65776 -6.33806
N 2.13392 -1.46026 -5.36056
C 1.54212 -1.37166 -4.18266
C 1.95872 -0.49996 -3.12376
C 3.08192 0.32794 -3.21626
C 3.42262 1.09374 -2.12306
C 2.61562 1.05764 -0.99096
N 1.52792 0.30534 -0.89446
C 1.20562 -0.49256 -1.93046
C 0.05952 -1.35656 -1.77196
N -0.60838 -1.29136 -0.60616
C -1.66088 -2.06606 -0.41966
C -2.12288 -2.95906 -1.38646
C -1.45348 -3.05236 -2.58706
C -0.33588 -2.23876 -2.80066
C 0.42002 -2.24326 -4.01986
N 0.16452 -2.99996 -5.07156
H 3.66902 0.33194 -4.12186
H 4.29732 1.72354 -2.13996
H 2.86302 1.65894 -0.12656
H -2.17308 -1.97216 0.52934
H -2.99088 -3.56426 -1.18976
H -1.76678 -3.72526 -3.37066
N 1.65032 0.99434 3.49914
N 1.70622 1.85474 2.35904
H 1.85032 1.45814 4.38374
H 2.30132 0.22354 3.38104
H 2.66932 2.13124 2.12744
H 1.20522 2.71574 2.59194
*
```

=====

ORCA calculation (ωB97M-V/def2-TZVPD) on a structure of composition C11H14BHgN7S.

Summary:
E_tot in eV: -37747.9072
ΔE to the lowest compared entry with this formula, charge and spin in kcal/mol: 78.4
E_HOMO (alpha / beta) in eV: -8.3 / -8.3
LUMO energy (alpha / beta) in eV: -3.699 / -3.594

```
! wB97M-V def2-TZVPD RIJCOSX def2/J DEFGRID3
* xyz 0 1
H 1.27110 2.38590 1.70670
N 0.86891 1.10086 0.06056
B 0.21485 0.18678 -2.25971
N 0.55084 1.32850 -1.24366
C 0.63266 2.65784 -1.50138
Hg 2.77721 -0.09804 1.26827
H 0.42092 3.02352 -2.50758
C 0.96404 3.30802 -0.32472
H 1.11540 4.36055 -0.16543
C 1.05101 2.29942 0.65319
H 0.35451 0.62763 -3.36850
C -0.95061 -0.59717 3.91326
H 0.03151 -0.27829 4.26910
H -1.09071 -1.66140 4.05494
H -1.08899 -0.22483 2.88150
N -1.32121 -0.15004 -2.11920
N 1.22669 -0.97382 -2.07869
N -1.92616 0.00146 -0.89611
N 1.61628 -1.47412 -0.83854
C -2.24734 -0.49397 -3.06471
C 1.92759 -1.61371 -3.05822
H -1.92363 -0.65788 -4.07975
H 1.78128 -1.35134 -4.08917
C -3.49087 -0.60694 -2.43846
C 2.73930 -2.58243 -2.45996
C -3.22315 -0.32065 -1.07086
C 2.45301 -2.50461 -1.08121
H -4.45106 -0.82527 -2.87736
H 3.43517 -3.26150 -2.92689
H -3.92306 -0.40773 -0.24785
H 2.81256 -3.13824 -0.28017
H -1.66015 -0.02397 4.45743
S -1.77185 0.74386 6.96449
C -0.17262 0.65925 7.26485
N 0.99658 0.56236 7.48380
*
```

=====

ORCA calculation (ωB97M-V/def2-TZVPD) on the molecule C6H10S.

Summary:
E_tot in eV: -17213.6361
ΔE to the lowest compared entry with this formula, charge and spin in kcal/mol: 138.1
E_HOMO (alpha / beta) in eV: -8.2 / -8.2
LUMO energy (alpha / beta) in eV: -0.124 / -0.128

```
! wB97M-V def2-TZVPD RIJCOSX def2/J DEFGRID3
* xyz 0 1
C -0.20415 -1.23491 -0.85921
C 0.75264 -2.12686 -0.29394
C -1.67690 -0.43870 0.97178
C -0.69813 -0.22794 0.07801
C 1.56937 1.11320 -0.14147
C 0.07535 1.08859 -0.14869
S -2.23336 0.50303 2.35511
H 0.59030 -0.64992 -1.41871
H -0.99527 -1.47619 -1.61117
H 1.22556 -2.94251 -0.90794
H -2.20221 -1.38685 0.95901
H 1.95889 0.25241 0.30313
H 1.98014 1.92893 0.40874
H 1.85857 1.22816 -1.22980
H -0.40443 1.36228 -1.16231
H -0.42605 1.74092 0.47779
H -1.17034 1.26638 2.21968
*
```

=====

ORCA calculation (ωB97M-V/def2-TZVPD) on a cluster of 2 separate species, C2HNOS in total.

Summary:
E_tot in eV: -16462.0958
ΔE to the lowest compared entry with this formula, charge and spin in kcal/mol: 10.1
E_HOMO in eV: -9.7
LUMO energy in eV: 0.362

```
! wB97M-V def2-TZVPD RIJCOSX def2/J DEFGRID3
* xyz 0 1
C -0.48294 0.77000 0.46582
C 0.68347 -1.06746 -1.00159
N -0.33086 0.30682 1.56078
O 0.96717 -1.01869 -2.09336
S -0.75850 1.61585 -0.80828
H -0.07834 -0.60651 1.87664
*
```

=====

ORCA calculation (ωB97M-V/def2-TZVPD) on a cluster of 2 separate species, C3H7PS2 in total.

Summary:
E_tot in eV: -34180.7528
ΔE to the lowest compared entry with this formula, charge and spin in kcal/mol: 50.6
E_HOMO in eV: -8.7
SMILES string: S=C1CS1.CP
LUMO energy in eV: -0.245

```
! wB97M-V def2-TZVPD RIJCOSX def2/J DEFGRID3
* xyz 0 1
C 1.98967 2.99820 -1.43972
C -0.20495 0.82613 1.12037
C 3.11725 2.09420 -1.06135
P -0.01774 -0.61781 -0.04613
S 0.78237 3.78156 -0.85401
S 2.98795 2.72885 -2.72869
H -0.23470 1.67072 0.39882
H 0.38557 0.90036 1.95280
H -1.16896 0.63621 1.55043
H 2.78006 1.15141 -0.59152
H 3.96185 2.55910 -0.62159
H -0.16983 0.07272 -1.19981
H 1.29934 -0.45576 -0.50088
*
```